1.
169
Properties=species:S:1:pos:R:3 method="wB97M-V/def2-TZVPD" homo_ha=-0.2542 gap_ev=7.546
C -0.202 -2.423 3.399
C 1.301 -2.673 3.220
O 1.357 -3.205 1.924
C 0.180 -3.348 1.378
O -0.083 -3.891 0.333
O -0.787 -2.926 2.223
F 1.753 -3.486 4.139
H -0.453 -1.370 3.531
H -0.534 -3.015 4.252
H 1.936 -1.790 3.290
C 3.776 -0.170 -2.482
C 2.953 0.497 -3.614
O 1.926 -0.402 -3.930
C 0.896 0.162 -4.710
C -0.325 -0.702 -4.564
H 4.396 -0.985 -2.853
H 4.373 0.506 -1.870
H 3.083 -0.535 -1.724
H 2.603 1.487 -3.325
H 3.604 0.597 -4.483
H 0.586 1.148 -4.364
H 1.223 0.225 -5.748
H -0.233 -1.673 -5.050
H -1.223 -0.295 -5.030
H -0.606 -0.813 -3.517
C 1.983 -2.258 -2.457
C 3.110 -3.262 -2.579
O 3.354 -3.912 -1.367
C 4.447 -4.835 -1.370
C 4.674 -5.360 0.055
H 1.707 -1.747 -3.379
H 1.049 -2.608 -2.017
H 2.351 -1.490 -1.777
H 2.818 -4.018 -3.308
H 4.055 -2.863 -2.949
H 4.252 -5.713 -1.985
H 5.396 -4.483 -1.775
H 3.701 -5.636 0.462
H 5.171 -4.634 0.698
H 5.296 -6.255 0.047
C -2.247 -6.231 -3.823
C -0.870 -5.947 -3.329
O -0.472 -4.670 -3.704
C 0.927 -4.465 -3.580
C 1.199 -3.152 -4.281
H -2.268 -6.352 -4.906
H -2.608 -7.135 -3.333
H -2.917 -5.469 -3.425
H -0.726 -6.100 -2.259
H -0.316 -6.700 -3.890
H 1.254 -4.381 -2.544
H 1.468 -5.236 -4.130
H 0.744 -2.285 -3.803
H 0.756 -3.158 -5.277
H 2.274 -2.998 -4.377
C -1.097 3.302 3.953
C -1.376 1.835 3.633
O -2.491 1.398 4.503
C -2.977 0.074 4.227
C -1.855 -0.988 4.508
H -0.198 3.664 3.456
H -1.946 3.778 3.461
H -1.092 3.395 5.039
H -1.517 1.624 2.573
H -0.491 1.265 3.917
H -3.911 -0.092 4.764
H -3.261 0.109 3.176
H -0.967 -0.709 3.940
H -2.152 -2.001 4.234
H -1.642 -1.005 5.577
C -2.565 -0.368 0.221
C -3.769 0.175 1.040
O -4.095 -0.845 1.989
C -5.049 -0.428 2.952
C -6.402 -0.386 2.296
H -2.125 0.251 -0.561
H -1.753 -0.611 0.906
H -2.800 -1.359 -0.168
H -3.374 1.056 1.545
H -4.570 0.500 0.378
H -5.131 -1.021 3.863
H -4.808 0.541 3.390
H -7.210 -0.555 3.008
H -6.490 -1.254 1.642
H -6.547 0.507 1.687
O 0.702 3.323 2.256
C 0.425 3.810 1.162
O -0.528 4.729 0.961
C -1.267 5.201 2.095
C -2.355 6.061 1.433
C 1.173 3.552 -0.102
H -0.654 5.634 2.886
H -1.799 4.450 2.679
H -1.970 7.010 1.060
H -3.174 6.342 2.094
H -2.830 5.410 0.700
H 2.066 2.971 0.127
H 1.410 4.568 -0.415
H 0.588 3.049 -0.872
O -3.287 4.089 2.795
C -3.997 3.135 2.406
O -4.003 2.535 1.183
C -3.105 3.002 0.177
C -1.784 2.323 0.323
C -5.060 2.587 3.276
H -2.898 4.071 0.235
H -3.547 2.726 -0.780
H -1.034 2.551 -0.434
H -1.784 1.233 0.343
H -1.281 2.724 1.203
H -5.610 1.823 2.727
H -5.735 3.370 3.623
H -4.622 2.081 4.137
O -1.926 0.922 -4.372
C -1.744 1.073 -3.197
O -2.680 0.996 -2.174
C -4.004 0.752 -2.620
C -4.873 0.480 -1.411
C -0.345 1.251 -2.712
H -4.097 -0.121 -3.266
H -4.416 1.586 -3.188
H -4.488 -0.358 -0.830
H -5.885 0.347 -1.794
H -4.865 1.332 -0.731
H 0.083 0.366 -2.241
H -0.308 2.083 -2.009
H 0.354 1.530 -3.500
O 2.494 3.982 1.008
C 3.222 3.298 1.633
O 4.534 3.163 1.480
C 5.309 3.993 0.632
C 6.722 3.431 0.593
C 2.702 2.397 2.667
H 5.313 5.019 1.001
H 4.875 3.965 -0.368
H 6.705 2.494 0.036
H 7.094 3.301 1.610
H 7.274 4.206 0.061
H 1.751 1.990 2.324
H 2.500 2.964 3.575
H 3.422 1.608 2.881
O 0.581 1.106 -0.874
C 0.003 0.662 0.122
O -0.749 -0.446 0.234
C -0.884 -1.335 -0.886
C 0.341 -2.049 -1.419
C -0.014 1.455 1.434
H -1.456 -0.784 -1.634
H -1.593 -2.072 -0.509
H 0.064 -2.689 -2.257
H 0.743 -2.649 -0.603
H 1.170 -1.433 -1.766
H -0.745 0.959 2.072
H -0.386 2.461 1.239
H 1.002 1.656 1.776
O 4.500 -1.494 1.365
C 3.411 -1.527 0.845
O 2.589 -0.436 0.627
C 3.137 0.863 0.780
C 3.811 1.385 -0.467
C 2.675 -2.821 0.572
H 3.792 0.922 1.649
H 2.314 1.514 1.076
H 4.481 0.596 -0.808
H 4.428 2.263 -0.272
H 3.150 1.594 -1.308
H 3.076 -3.279 -0.333
H 1.612 -2.764 0.340
H 2.781 -3.492 1.424



2.
15
Properties=species:S:1:pos:R:3 method="wB97M-V/def2-TZVPD" relative_energy_kcal_mol=32.3 homo_ha=-0.3131 gap_ev=9.186
C 1.617 1.945 -0.660
C 0.920 1.495 0.647
C -0.098 0.422 0.328
H 1.930 1.022 -1.199
H 0.819 2.482 -1.257
H 2.504 2.575 -0.505
H 0.312 2.289 1.101
H 1.577 1.092 1.434
H -0.589 -1.282 -0.450
H 1.581 -2.227 1.074
H -3.228 -0.401 0.916
N 0.279 -0.771 -0.211
N -1.328 0.776 0.391
S 1.785 -1.484 -0.011
S -2.547 -0.314 -0.255



3.
17
Properties=species:S:1:pos:R:3 method="wB97M-V/def2-TZVPD" relative_energy_kcal_mol=41.7 homo_ha=-0.3348 gap_ev=10.073
C 0.372 1.638 0.600
N 0.253 0.216 0.248
C 0.792 -0.043 -1.084
C -0.807 -1.340 -2.455
C 0.246 -1.326 -1.635
H -0.162 2.281 -0.094
H -0.100 1.813 1.571
H 1.430 1.864 0.722
H -0.737 0.003 0.211
H 1.874 -0.159 -0.947
H 0.702 0.740 -1.832
H -1.228 -2.237 -2.854
H -1.151 -0.388 -2.847
H 0.584 -2.278 -1.242
H 0.015 -0.607 3.914
H -1.434 -0.260 3.642
O -0.648 0.083 4.081



4.
13
Properties=species:S:1:pos:R:3 method="wB97M-V/def2-TZVPD" relative_energy_kcal_mol=55.1 homo_ha=-0.3181 gap_ev=9.148
C -1.516 0.095 -0.536
C -0.846 -0.893 -1.130
C -0.753 0.528 0.675
C 0.425 -0.369 0.412
C 1.602 0.385 -0.058
I 0.961 -2.043 1.637
H -2.626 0.248 -0.693
H -1.102 -1.505 -1.998
H -0.552 1.581 0.781
H -1.477 0.211 1.427
H 2.031 1.059 0.783
H 1.314 0.925 -1.051
H 2.539 -0.222 -0.250



5.
16
Properties=species:S:1:pos:R:3 method="wB97M-V/def2-TZVPD" relative_energy_kcal_mol=26.9 homo_ha=-0.3068 gap_ev=9.146
C -1.571 -0.860 -0.266
C -0.713 -0.122 -1.043
N 0.526 -0.684 -0.922
C 0.489 -1.749 -0.062
C -0.824 -1.890 0.346
H -2.617 -0.621 -0.162
H -0.837 0.803 -1.576
H 1.375 -0.343 -1.329
H 1.230 -2.509 0.115
H -1.253 -2.600 1.029
H 0.135 0.510 1.766
H -0.778 1.683 2.215
O 0.128 1.474 1.880
H 1.244 1.941 -0.023
H 2.154 2.723 -1.020
O 1.311 2.244 -0.946



6.
11
Properties=species:S:1:pos:R:3 method="wB97M-V/def2-TZVPD" relative_energy_kcal_mol=47.8 homo_ha=-0.3147 gap_ev=8.810
C 0.364 0.737 0.416
C -0.375 -0.128 -1.372
H 1.026 1.265 2.268
H 0.802 2.544 1.123
H -0.749 -2.881 -0.250
N 0.822 1.594 1.335
N -0.026 1.057 -0.793
N -0.043 -1.218 -0.472
O -1.117 -2.007 -0.187
O 0.326 -0.544 0.764
S -1.030 -0.418 -2.830



7.
16
Properties=species:S:1:pos:R:3 method="wB97M-V/def2-TZVPD" relative_energy_kcal_mol=17.1 homo_ha=-0.3627 gap_ev=10.551
C 2.086 0.159 -0.708
C 0.567 0.047 -0.702
O 0.243 -1.207 -1.258
C 0.082 0.154 0.759
N -1.297 0.586 0.953
C -2.351 -0.173 0.594
O -2.270 -1.233 -0.010
H 2.438 1.107 -0.283
H 2.480 0.060 -1.721
H 2.491 -0.661 -0.104
H 0.101 0.831 -1.323
H -0.690 -1.382 -1.034
H 0.208 -0.848 1.187
H 0.709 0.844 1.333
H -1.476 1.464 1.415
H -3.322 0.252 0.900



8.
15
Properties=species:S:1:pos:R:3 method="wB97M-V/def2-TZVPD" relative_energy_kcal_mol=32.3 homo_ha=-0.3592 gap_ev=10.916
C 2.645 0.298 0.276
C 2.000 -0.696 -0.355
C -1.231 1.658 0.142
C -1.705 0.688 -0.616
Si -1.765 -1.086 0.123
H 2.529 0.339 1.332
H 3.071 1.111 -0.173
H 2.044 -0.752 -1.453
H -0.936 1.545 1.153
H 1.333 -1.347 0.138
H -1.569 2.606 -0.200
H -2.055 0.843 -1.654
H -0.692 -0.958 1.094
H -1.627 -2.076 -0.990
H -3.172 -1.219 0.664



9.
9
Properties=species:S:1:pos:R:3 method="wB97M-V/def2-TZVPD" relative_energy_kcal_mol=21.3 homo_ha=-0.3565 gap_ev=10.399
C 0.004 -0.023 0.674
C 0.773 1.067 0.943
C -0.739 -1.072 -1.209
O -0.672 0.065 -0.498
O -0.166 -2.080 -0.971
F 1.434 1.302 2.042
Cl 0.934 2.379 -0.274
H -0.268 -0.865 1.332
H -1.299 -0.772 -2.038



10.
60
Properties=species:S:1:pos:R:3 method="wB97M-V/def2-TZVPD" relative_energy_kcal_mol=0.0 homo_ha=-0.1495 charge=-1 gap_ev=6.318
Rb 0.238 0.769 -0.693
C 2.999 -2.477 2.415
C 2.013 -1.944 1.413
N 2.264 -0.934 0.658
N 3.506 -0.399 0.809
C 3.725 0.637 -0.009
O 2.958 1.165 -0.839
C 5.119 1.213 0.127
C 5.455 2.330 -0.631
C 6.721 2.891 -0.543
C 7.670 2.337 0.305
C 7.342 1.220 1.065
C 6.075 0.663 0.977
C 0.726 -2.646 1.208
C 0.631 -4.015 1.476
C -0.550 -4.685 1.217
C -1.622 -3.979 0.697
C -1.453 -2.622 0.472
N -0.324 -1.961 0.726
H 3.485 -1.637 2.909
H 3.794 -3.048 1.925
H 2.518 -3.110 3.160
H 4.699 2.741 -1.287
H 6.969 3.762 -1.138
H 8.659 2.772 0.375
H 8.078 0.783 1.729
H 5.802 -0.205 1.561
H 1.490 -4.549 1.856
H -0.628 -5.748 1.409
H -2.566 -4.453 0.466
H -2.268 -2.039 0.053
C -6.953 1.970 -6.627
C -6.151 1.531 -5.430
C -5.581 0.269 -5.366
C -4.854 -0.160 -4.257
C -4.268 -1.545 -4.277
C -4.682 0.698 -3.159
Te -3.567 0.067 -1.465
C -5.251 1.982 -3.217
C -5.100 2.960 -2.085
C -5.970 2.373 -4.342
H -6.817 1.283 -7.463
H -6.657 2.967 -6.959
H -8.021 2.007 -6.398
H -5.701 -0.409 -6.206
H -4.510 -2.054 -5.212
H -4.640 -2.137 -3.439
H -3.183 -1.510 -4.161
H -4.045 3.137 -1.866
H -5.543 2.562 -1.170
H -5.581 3.910 -2.327
H -6.399 3.371 -4.367
N -2.283 0.453 1.849
C -2.019 1.760 1.550
N -3.128 2.526 1.261
O -0.880 2.221 1.573
H -3.154 0.066 1.515
H -1.488 -0.170 1.825
H -3.811 2.044 0.681
H -2.860 3.416 0.871



11.
96
Properties=species:S:1:pos:R:3 method="wB97M-V/def2-TZVPD" relative_energy_kcal_mol=108.7 homo_ha="-0.3067 / -0.2967" spin_multiplicity=2 gap_ev="5.854 / 4.553"
Ir 0.915 -0.606 1.260
O 0.168 1.273 1.099
C 0.853 2.359 1.236
C 0.104 3.567 1.281
C 0.719 4.774 1.375
C 2.138 4.885 1.438
C 2.887 3.768 1.428
C 2.292 2.457 1.333
C 3.168 1.396 1.264
N 2.803 0.119 1.085
N 3.769 -0.725 0.809
C 3.200 -1.846 0.266
O 1.952 -2.015 0.104
C 4.131 -2.891 -0.175
C 5.263 -2.551 -0.908
C 6.122 -3.554 -1.327
C 5.866 -4.876 -0.987
C 4.740 -5.208 -0.243
C 3.859 -4.216 0.153
H -0.971 3.470 1.234
H 0.119 5.675 1.412
H 2.603 5.859 1.490
H 3.967 3.832 1.477
H 4.236 1.573 1.268
H 5.443 -1.516 -1.162
H 6.991 -3.305 -1.919
H 6.551 -5.653 -1.299
H 4.548 -6.239 0.022
H 2.974 -4.453 0.729
F 1.100 0.456 3.227
Te 0.666 -1.440 4.340
F -0.986 -2.177 5.172
F 2.473 -1.056 4.769
F 1.267 -3.078 5.048
F 0.434 -0.303 5.811
O 1.500 -1.881 2.372
C -2.765 -3.980 1.429
C -1.332 -3.433 1.392
C -0.536 -4.109 2.512
P -1.306 -1.585 1.311
C -2.510 -0.905 2.549
C -3.971 -0.881 2.068
C -2.144 0.497 3.046
C -2.126 -1.320 -0.324
C -1.408 -2.075 -1.454
C -2.265 0.171 -0.670
H -2.714 -5.066 1.340
H -3.398 -3.620 0.621
H -3.241 -3.755 2.384
H -0.882 -3.712 0.436
H -0.956 -3.898 3.497
H 0.517 -3.833 2.515
H -0.587 -5.188 2.353
H -2.441 -1.601 3.391
H -4.119 -0.193 1.238
H -4.584 -0.530 2.900
H -4.353 -1.855 1.777
H -2.094 1.213 2.227
H -1.195 0.557 3.592
H -2.918 0.821 3.744
H -3.126 -1.734 -0.207
H -0.325 -2.038 -1.361
H -1.661 -1.609 -2.409
H -1.717 -3.120 -1.503
H -1.319 0.578 -1.010
H -2.601 0.780 0.168
H -3.002 0.268 -1.471
Cl -2.614 0.234 -5.206
C -3.393 1.102 -3.905
C -4.678 0.730 -3.580
C -5.340 1.371 -2.543
C -4.675 2.366 -1.857
C -3.376 2.725 -2.187
Cl -2.656 3.943 -1.167
C -2.675 2.117 -3.234
N -1.398 2.380 -3.668
C -0.324 3.161 -3.152
C -0.428 4.548 -3.130
C 0.644 5.332 -2.748
C 1.853 4.726 -2.429
C 1.970 3.349 -2.508
C 0.889 2.544 -2.867
C 1.077 1.040 -2.965
C 1.679 0.492 -1.687
O 2.875 0.601 -1.493
O 0.798 -0.046 -0.904
H -5.151 -0.065 -4.141
H -6.347 1.090 -2.273
H -5.150 2.883 -1.035
H -1.099 1.716 -4.369
H -1.355 5.006 -3.447
H 0.545 6.409 -2.733
H 2.708 5.326 -2.148
H 2.912 2.865 -2.283
H 1.794 0.800 -3.751
H 0.133 0.531 -3.156



12.
23
Properties=species:S:1:pos:R:3 method="wB97M-V/def2-TZVPD" relative_energy_kcal_mol=81.2 homo_ha=-0.3219 gap_ev=9.298
C 3.493 -0.303 1.272
C 3.507 0.110 -0.185
C 0.935 0.108 -0.542
C -1.627 -0.382 -0.558
C -2.146 0.925 -0.716
C -3.420 1.023 -0.217
C -4.084 -0.160 0.158
C -2.304 -1.543 0.023
H 2.669 -0.177 1.932
H 3.683 -1.378 1.618
H 4.159 0.317 1.575
H 4.578 0.210 -0.691
H 2.962 1.039 -0.203
H 0.181 1.865 0.059
H 0.106 -1.483 -0.753
H -1.356 1.708 -1.119
H -4.141 1.917 -0.357
H -5.038 0.247 0.565
H -1.745 -2.496 0.097
N 1.152 1.243 -0.098
N -0.258 -0.582 -0.907
N -3.605 -1.394 0.188
S 2.297 -0.814 -1.139